[1]
67
Properties=species:S:1:pos:R:3:mulliken_charge:R:1 method="wB97M-V/def2-TZVPD" multiplicity=1 orbital_gap_ev=5.62 lumo_ev=1.900 total_charge=-1
C -2.094 -2.882 -0.531 -0.61
C -1.041 -3.825 -1.147 -0.60
C 0.189 -3.095 -1.721 -0.41
C 1.423 -3.137 -0.832 -1.07
C 1.499 -2.015 0.215 -0.77
C 1.351 -0.614 -0.422 0.18
C 2.331 0.434 0.136 -1.05
Al 2.452 2.043 -1.114 -0.19
B 0.645 3.158 -0.799 0.38
C 0.659 4.720 -0.463 -0.79
O -0.639 2.552 -0.860 -0.54
P 2.415 1.293 -3.369 0.65
O 0.915 0.688 -3.704 -0.51
O 2.562 2.478 -4.496 -0.57
S 3.679 -0.184 -3.677 -0.50
H -3.024 -2.984 -1.073 0.13
H -1.781 -1.842 -0.575 0.22
H -2.310 -3.117 0.502 0.18
H -1.529 -4.325 -1.979 0.31
H -0.748 -4.588 -0.431 0.30
H -0.108 -2.086 -1.989 0.26
H 0.452 -3.588 -2.656 0.34
H 2.299 -3.017 -1.466 0.44
H 1.521 -4.091 -0.313 0.47
H 2.511 -2.037 0.612 0.42
H 0.799 -2.166 1.036 0.31
H 1.614 -0.758 -1.467 -0.28
H 0.326 -0.264 -0.339 0.27
H 1.989 0.785 1.111 0.37
H 3.292 -0.071 0.248 0.49
H 3.722 2.987 -0.790 -0.29
H -0.315 5.071 -0.117 0.18
H 0.929 5.233 -1.387 0.30
H 1.433 4.856 0.287 0.07
H -1.012 2.422 0.029 0.25
H 1.045 -0.274 -3.759 0.32
H 2.466 2.033 -5.359 0.31
C -7.580 -4.916 1.280 -0.56
C -7.953 -4.191 -0.019 -0.62
C -6.687 -3.494 -0.535 -0.70
S -5.300 -4.469 0.061 1.23
O -4.568 -3.674 1.008 -0.63
O -4.667 -5.135 -1.047 -0.67
C -6.275 -5.651 0.987 -0.77
H -8.361 -5.604 1.600 0.35
H -7.424 -4.187 2.079 0.29
H -8.300 -4.919 -0.756 0.29
H -8.758 -3.474 0.136 0.32
H -6.649 -3.459 -1.621 0.38
H -6.584 -2.491 -0.128 0.38
H -5.731 -5.946 1.881 0.39
H -6.443 -6.515 0.345 0.34
C 5.897 5.590 1.984 -0.69
C 5.683 5.013 3.390 -0.64
C 4.206 5.219 3.749 -0.71
S 3.312 5.230 2.188 1.11
O 2.746 6.544 2.006 -0.68
O 2.507 4.041 2.110 -0.59
C 4.743 5.064 1.134 -0.55
H 6.860 5.297 1.568 0.34
H 5.864 6.682 2.025 0.32
H 5.914 3.946 3.383 0.30
H 6.335 5.484 4.125 0.33
H 3.817 4.417 4.371 0.34
H 4.037 6.179 4.234 0.35
H 4.582 5.624 0.217 0.42
H 4.859 4.004 0.905 0.35

[2]
9
Properties=species:S:1:pos:R:3:mulliken_spin:R:1 method="wB97M-V/def2-TZVPD" s_squared=2.02 multiplicity=3 orbital_gap_ev="6.20 / 5.70" lumo_ev="3.847 / 0.079" total_charge=-1
C -1.636 0.594 0.107 -0.06
N -2.455 1.262 0.596 0.38
N -0.721 -0.089 -0.516 0.45
N 1.521 0.345 0.072 -0.01
O 1.381 -0.616 0.871 0.22
O 1.924 0.116 -1.087 0.00
O 1.360 1.435 0.498 0.06
O -0.626 -2.575 0.020 0.27
S 0.070 -1.422 -0.535 0.68

[3]
70
Properties=species:S:1:pos:R:3:mulliken_charge:R:1 method="wB97M-V/def2-TZVPD" multiplicity=1 orbital_gap_ev=6.48 lumo_ev=3.773 total_charge=-2 de_lowest_kj_mol=138.05
Rb -11.015 -14.234 -3.017 0.74
C -8.983 -18.820 -6.495 -1.66
C -9.902 -18.207 -5.438 1.45
O -10.873 -19.213 -5.116 -0.71
P -10.991 -16.913 -6.033 0.34
O -10.194 -15.869 -6.934 -0.40
O -12.013 -17.693 -7.001 -0.62
O -11.699 -16.305 -4.918 -0.20
P -9.029 -17.601 -3.856 0.34
O -7.474 -18.051 -4.081 -0.62
O -9.596 -18.420 -2.754 -0.81
O -9.035 -16.117 -3.895 -0.19
H -9.549 -19.442 -7.243 0.34
H -8.342 -19.530 -5.906 0.40
H -8.297 -18.155 -7.068 0.25
H -10.794 -19.404 -4.153 0.37
H -9.926 -15.218 -6.263 0.04
H -12.361 -18.374 -6.415 0.37
H -7.084 -17.217 -4.432 0.35
C -9.098 -13.160 -8.106 -1.25
Te -9.331 -12.562 -6.032 0.25
C -7.444 -13.472 -5.556 -0.99
H -9.216 -14.259 -8.385 0.27
H -8.037 -12.816 -8.467 0.23
H -9.776 -12.789 -8.717 0.51
H -7.335 -14.537 -5.367 0.21
H -7.177 -13.055 -4.611 0.28
H -6.756 -12.983 -6.233 0.47
N -15.570 -20.260 -3.571 -0.78
C -14.723 -19.841 -2.911 0.70
N -13.728 -19.460 -2.127 0.05
C -13.085 -20.434 -1.190 -0.67
C -13.013 -19.855 0.188 -0.85
C -12.448 -18.474 0.129 -0.38
C -13.300 -17.617 -0.707 -0.65
C -13.340 -18.056 -2.153 -0.34
H -12.061 -20.622 -1.573 0.20
H -13.521 -21.389 -1.415 0.57
H -12.359 -20.463 0.767 0.37
H -13.885 -19.852 0.751 0.38
H -11.489 -18.420 -0.402 0.21
H -12.313 -18.116 1.191 0.28
H -12.953 -16.570 -0.671 0.26
H -14.340 -17.606 -0.457 0.39
H -12.458 -17.916 -2.747 -0.17
H -14.156 -17.492 -2.558 0.48
C -10.561 -10.084 -3.286 -1.12
C -9.165 -10.750 -2.944 1.45
C -8.971 -10.856 -1.419 -1.36
C -8.062 -9.912 -3.553 -1.77
O -9.182 -11.976 -3.510 -0.77
H -10.670 -9.083 -2.714 0.31
H -11.457 -10.739 -3.018 0.14
H -10.545 -9.881 -4.349 0.28
H -9.126 -9.907 -0.940 0.42
H -7.939 -11.177 -1.204 0.34
H -9.659 -11.677 -1.007 0.08
H -7.791 -8.956 -3.140 0.39
H -8.304 -9.726 -4.571 0.37
H -7.190 -10.493 -3.604 0.42
N -15.064 -14.893 -3.377 -0.31
C -14.830 -14.173 -2.255 0.61
O -13.669 -13.875 -1.934 -0.67
C -15.931 -13.970 -1.401 0.20
C -15.685 -13.389 -0.138 0.18
N -15.580 -12.862 0.910 -0.71
C -17.268 -14.362 -1.848 -0.05
N -18.369 -14.630 -2.085 -0.61
H -16.001 -14.954 -3.807 0.22
H -14.274 -14.928 -4.044 0.16

[4]
83
Properties=species:S:1:pos:R:3:mulliken_charge:R:1 method="wB97M-V/def2-TZVPD" multiplicity=1 orbital_gap_ev=8.43 lumo_ev=-2.638 total_charge=+1 de_lowest_kj_mol=188.18
O -0.770 1.675 -1.241 0.44
O -2.655 -1.431 -1.783 -0.13
C -2.131 2.136 -0.808 -0.73
C -2.155 3.623 -0.524 -1.48
H -2.378 1.588 0.088 0.46
H -2.872 1.837 -1.569 0.52
H -1.349 3.917 0.174 0.21
H -3.121 3.888 -0.050 0.45
H -2.082 4.232 -1.443 0.31
C -0.691 1.645 -2.735 0.44
C -1.992 1.692 -3.525 -2.01
H -0.165 0.722 -2.989 0.10
H -0.058 2.460 -3.038 0.08
H -2.541 0.746 -3.413 0.29
H -1.780 1.819 -4.593 0.43
H -2.636 2.531 -3.249 0.53
C -1.652 -2.226 -2.697 -0.06
C -4.154 -1.662 -1.631 0.00
C -1.882 -1.923 -4.145 -1.13
H -1.764 -3.281 -2.424 0.40
H -0.647 -1.896 -2.378 -0.03
H -2.889 -2.137 -4.474 0.21
H -1.240 -2.584 -4.701 0.49
H -1.588 -0.905 -4.386 0.18
C -4.848 -1.789 -2.949 -1.58
H -4.507 -0.784 -1.082 0.24
H -4.347 -2.526 -0.988 0.34
H -4.821 -0.861 -3.517 0.32
H -5.887 -1.990 -2.762 0.49
H -4.498 -2.622 -3.533 0.37
H -2.257 -1.698 -0.524 -0.02
La 1.001 0.436 0.656 1.40
C -1.745 -1.228 0.400 0.71
Si -2.007 -2.010 2.123 0.37
H -2.044 -0.172 0.291 -0.96
H -0.711 -1.549 -0.002 0.19
C -3.766 -1.675 2.779 -1.07
C -0.850 -1.680 3.579 -0.92
C -1.707 -3.807 1.599 -1.13
C 1.744 2.422 -0.141 -1.26
Si 2.849 1.823 -1.495 0.36
H 2.280 2.915 0.698 0.88
H 0.904 3.056 -0.447 0.53
C 2.648 2.926 -2.997 -1.21
C 2.538 0.058 -2.022 -1.46
C 4.598 2.017 -0.865 -1.18
H -1.805 -3.927 0.511 0.27
H -2.441 -4.430 2.116 0.36
H -0.684 -4.057 1.907 0.32
H -3.842 -0.630 3.147 0.31
H -3.904 -2.383 3.626 0.32
H -4.525 -1.869 1.994 0.30
H -0.444 -0.658 3.644 0.19
H -0.007 -2.385 3.548 0.12
H -1.424 -1.883 4.498 0.40
H 2.300 0.087 -3.084 0.46
H 1.750 -0.558 -1.584 0.43
H 3.458 -0.515 -1.939 0.58
H 5.283 1.888 -1.711 0.34
H 4.846 1.299 -0.073 0.38
H 4.706 3.035 -0.460 0.33
H 3.590 2.860 -3.562 0.36
H 2.482 3.966 -2.671 0.35
H 1.814 2.610 -3.638 0.33
B 2.713 -1.075 4.244 0.25
N 3.579 -1.252 2.950 -0.16
C 4.866 -1.620 2.927 -0.11
C 5.310 -1.551 1.612 -1.14
C 4.218 -1.134 0.824 -0.44
N 3.144 -0.920 1.653 0.09
N 2.166 0.392 4.185 -0.31
C 2.296 1.356 5.105 -0.08
C 1.778 2.535 4.583 -1.22
C 1.301 2.245 3.312 -0.10
N 1.526 0.914 3.057 0.24
H 3.453 -1.122 5.177 -0.14
H 1.861 -1.886 4.334 -0.16
H 5.407 -1.876 3.830 0.43
H 6.306 -1.754 1.253 0.39
H 4.190 -0.988 -0.244 0.57
H 2.764 1.170 6.040 0.47
H 1.748 3.491 5.062 0.43
H 0.849 2.897 2.558 0.49

Number 1: molar mass 507.44 g/mol. Number 2: molar mass 150.09 g/mol. Number 3: molar mass 739.51 g/mol. Number 4: molar mass 609.57 g/mol.